# 1
Computed, not measured: C3H9IOSSi in the gas phase, with the ωB97M-V functional and the def2-TZVPD basis.

Last columns: bonded neighbours and bond lengths (Å).
Element x y z (Å)
1 I 4.68 0.41 -0.19  S2 2.368
2 S 3.18 -1.30 0.47  I1 2.368, O4 1.761
3 Si -0.32 0.05 -0.09  O4 2.049, C5 1.906, C6 1.877, C7 1.912
4 O 1.50 -0.83 0.26  S2 1.761, Si3 2.049
5 C -0.69 0.56 1.71  Si3 1.906, H10 1.088, H13 1.076, H16 1.057
6 C -0.26 1.46 -1.33  Si3 1.877, H9 1.176, H12 1.087, H14 1.057
7 C -1.17 -1.61 -0.50  Si3 1.912, H8 1.090, H11 1.097, H15 1.133
8 H -1.30 -2.16 0.43  C7 1.090
9 H 0.35 2.39 -0.93  C6 1.176
10 H 0.03 0.12 2.39  C5 1.088
11 H -2.12 -1.41 -1.01  C7 1.097
12 H -1.11 1.90 -1.84  C6 1.087
13 H -0.83 1.63 1.77  C5 1.076
14 H 0.41 1.17 -2.09  C6 1.057
15 H -0.72 -2.52 -1.00  C7 1.133
16 H -1.64 0.16 1.95  C5 1.057

Its gap between HOMO and LUMO is 7.7 eV. The energy relative to the best compared isomer or geometry (same formula, charge and spin) is 1.021 eV. The value obtained for the maximum force is 3.70 eV/Å. For the calculated total energy, the calculation gives -32117.022 eV.

# 2
Computed, not measured: 6 unconnected molecules or ions with the total composition H12O6, with the ωB97M-V functional and the def2-TZVPD basis.

Last columns: bonded neighbours and bond lengths (Å).
Element x y z (Å)
1 O -3.27 -1.86 -1.69  H12 0.964, H17 0.964
2 O 2.92 1.61 0.68  H13 0.964, H15 0.964
3 O -0.47 0.58 0.16  H10 0.964, H11 0.964
4 O 2.42 -1.96 -1.56  H8 0.964, H14 0.964
5 O -1.42 -0.13 4.83  H7 0.964, H16 0.964
6 O -0.06 1.80 -2.21  H9 0.964, H18 0.964
7 H -2.07 -0.54 4.25  O5 0.964
8 H 2.95 -1.16 -1.44  O4 0.964
9 H -0.75 1.65 -1.56  O6 0.964
10 H -0.66 -0.14 -0.45  O3 0.964
11 H 0.15 0.20 0.79  O3 0.964
12 H -3.89 -2.19 -2.35  O1 0.964
13 H 3.31 2.44 0.38  O2 0.964
14 H 2.06 -1.88 -2.45  O4 0.964
15 H 2.04 1.61 0.27  O2 0.964
16 H -0.58 -0.49 4.54  O5 0.964
17 H -3.20 -2.57 -1.05  O1 0.964
18 H -0.27 2.67 -2.57  O6 0.964

Its gap between HOMO and LUMO is 11.6 eV. The energy relative to the best compared isomer or geometry (same formula, charge and spin) is 1.636 eV. The value obtained for the maximum force is 0.47 eV/Å. For the calculated total energy, the calculation gives -12479.477 eV.

# 3
Computed, not measured: a gas-phase ion, C11H13FN3 (charge +1), with the ωB97M-V functional and the def2-TZVPD basis.

Last columns: bonded neighbours and bond lengths (Å).
Element x y z (Å)
1 F -4.86 -0.21 0.05  C12 1.329
2 N 0.71 -1.30 1.13  N4 1.352, C5 1.330
3 N 1.77 0.01 -0.37  C5 1.402, C10 1.329, H24 1.000
4 N -0.51 -1.75 1.49  N2 1.352, C7 1.436, C15 1.349
5 C 0.55 -0.32 0.24  N2 1.330, N3 1.402, C14 1.404
6 C 1.58 2.34 -1.09  C10 1.444, H16 1.052, H20 1.071, H22 1.091
7 C -1.52 -0.95 0.87  N4 1.436, C11 1.401, C14 1.420
8 C -1.52 0.67 -0.93  C13 1.378, C14 1.390, H23 1.120
9 C 3.69 1.14 -1.35  C10 1.465, H18 1.073, H27 1.134, H28 1.112
10 C 2.30 1.10 -0.90  N3 1.329, C6 1.444, C9 1.465
11 C -2.92 -1.02 0.91  C7 1.401, C12 1.395, H19 1.193
12 C -3.53 -0.15 0.01  F1 1.329, C11 1.395, C13 1.390
13 C -2.90 0.66 -0.93  C8 1.378, C12 1.390, H17 1.083
14 C -0.81 -0.09 -0.01  C5 1.404, C7 1.420, C8 1.390
15 C -0.63 -2.67 2.48  N4 1.349, H21 1.180, H25 1.094, H26 1.188
16 H 1.73 2.52 -2.12  C6 1.052
17 H -3.44 1.33 -1.59  C13 1.083
18 H 3.80 0.97 -2.40  C9 1.073
19 H -3.50 -1.84 1.55  C11 1.193
20 H 0.55 2.41 -0.82  C6 1.071
21 H -1.06 -3.68 2.04  C15 1.180
22 H 1.95 3.26 -0.63  C6 1.091
23 H -1.04 1.22 -1.78  C8 1.120
24 H 2.43 -0.71 -0.15  N3 1.000
25 H 0.33 -2.93 2.93  C15 1.094
26 H -1.50 -2.31 3.20  C15 1.188
27 H 4.26 2.07 -1.03  C9 1.134
28 H 4.09 0.25 -0.80  C9 1.112

Its gap between HOMO and LUMO (alpha / beta) is 7.4 / 7.4 eV. As for the total charge: +1. The energy relative to the best compared isomer or geometry (same formula, charge and spin) is 0.024 eV. The value obtained for the maximum force is 6.16 eV/Å. For the calculated total energy, the calculation gives -18797.543 eV.

# 4
Computed, not measured: 2 unconnected molecules or ions with the total composition C18H21N5O2, with the ωB97M-V functional and the def2-TZVPD basis.

Last columns: bonded neighbours and bond lengths (Å).
Element x y z (Å)
1 O 0.39 -2.24 -1.82  C11 1.227
2 O -3.78 -4.23 -1.79  C9 1.226
3 N 2.43 1.18 3.52  C8 1.329, C16 1.456, C17 1.455
4 N -3.50 -2.38 -0.45  C9 1.422, C22 1.455, C24 1.352
5 N -0.73 -0.27 0.16  C10 1.368, C14 1.344
6 N -1.70 -3.26 -1.80  C9 1.401, C11 1.419, C19 1.442
7 N -2.91 -0.42 0.87  C10 1.378, C24 1.360
8 C 2.02 0.68 2.36  N3 1.329, C21 1.405, H43 1.099
9 C -3.03 -3.35 -1.38  O2 1.226, N4 1.422, N6 1.401
10 C -1.71 0.26 0.95  N5 1.368, N7 1.378, H37 1.086
11 C -0.76 -2.26 -1.40  O1 1.227, N6 1.419, C14 1.446
12 C 1.40 1.70 -1.22  C18 1.417, C20 1.417, C23 1.444
13 C 0.76 3.80 -2.31  C15 1.402, C18 1.394, H40 1.090
14 C -1.31 -1.30 -0.48  N5 1.344, C11 1.446, C24 1.426
15 C 1.28 3.33 -3.52  C13 1.402, C25 1.404, H36 1.090
16 C 2.62 2.62 3.70  N3 1.456, H32 1.098, H34 1.099, H35 1.092
17 C 2.64 0.32 4.67  N3 1.455, H29 1.099, H44 1.098, H45 1.091
18 C 0.83 3.00 -1.16  C12 1.417, C13 1.394, H39 1.094
19 C -1.32 -4.29 -2.73  N6 1.442, H30 1.094, H38 1.094, H41 1.085
20 C 1.88 1.23 -2.47  C12 1.417, C25 1.393, H28 1.092
21 C 1.74 1.45 1.22  C8 1.405, C23 1.386, H42 1.099
22 C -4.88 -2.45 -0.01  N4 1.455, H26 1.094, H31 1.094, H33 1.090
23 C 1.51 0.90 -0.03  C12 1.444, C21 1.386, H27 1.091
24 C -2.66 -1.41 -0.02  N4 1.352, N7 1.360, C14 1.426
25 C 1.86 2.05 -3.59  C15 1.404, C20 1.393, H46 1.090
26 H -5.05 -3.40 0.50  C22 1.094
27 H 1.51 -0.18 -0.15  C23 1.091
28 H 2.29 0.22 -2.51  C20 1.092
29 H 1.70 -0.14 4.99  C17 1.099
30 H -1.45 -5.27 -2.27  C19 1.094
31 H -5.54 -2.37 -0.88  C22 1.094
32 H 3.33 3.02 2.97  C16 1.098
33 H -5.02 -1.61 0.68  C22 1.090
34 H 1.67 3.16 3.59  C16 1.099
35 H 3.01 2.77 4.71  C16 1.092
36 H 1.23 3.96 -4.41  C15 1.090
37 H -1.57 1.13 1.59  C10 1.086
38 H -1.97 -4.23 -3.61  C19 1.094
39 H 0.42 3.35 -0.21  C18 1.094
40 H 0.31 4.79 -2.24  C13 1.090
41 H -0.28 -4.14 -3.01  C19 1.085
42 H 1.70 2.54 1.33  C21 1.099
43 H 1.91 -0.42 2.32  C8 1.099
44 H 3.34 -0.49 4.42  C17 1.098
45 H 3.05 0.93 5.48  C17 1.091
46 H 2.29 1.70 -4.53  C25 1.090

Its gap between HOMO and LUMO is 5.0 eV. The energy relative to the best compared isomer or geometry (same formula, charge and spin) is 3.301 eV. The value obtained for the maximum force is 3.07 eV/Å. For the calculated total energy, the calculation gives -30551.338 eV.